1.
ORCA calculation (ωB97M-V/def2-TZVPD) on a cluster of 2 separate species, C5H13N3 in total.

Each line ends with the natural charge from an NBO analysis.
Positions of all 21 atoms, in Å:
1 C -0.56450 2.21131 0.29965  -0.65
2 C 0.03233 0.97000 0.90388  -0.34
3 C 1.01151 0.25282 0.32163  0.21
4 C 1.74755 -0.83613 1.04973  -0.65
5 N 1.35232 0.38326 -1.01543  -0.82
6 H -1.49698 2.45897 0.79781  0.22
7 H 0.09762 3.07306 0.38849  0.21
8 H -0.77754 2.06112 -0.75610  0.20
9 H -0.12206 0.84182 1.96476  0.20
10 H 1.35837 -0.95557 2.06013  0.22
11 H 2.80989 -0.58864 1.11722  0.21
12 H 1.66125 -1.78007 0.51830  0.21
13 H 2.19671 -0.07853 -1.30530  0.38
14 H 1.16213 1.26687 -1.45245  0.39
15 C -0.84398 -2.08712 -1.13430  -0.19
16 N -1.70200 -1.18075 -1.34767  -0.21
17 N -2.36517 -0.63144 -0.31692  -0.64
18 H -0.37934 -2.54664 -1.98841  0.18
19 H -0.64501 -2.51627 -0.14845  0.14
20 H -1.81552 -0.60458 0.59260  0.35
21 H -2.71756 0.28653 -0.54918  0.36

Calculated values
energy	-362.5089	Eh
SMILES	C/C=C(/C)N.C=NN
F_max	0.041	Eh/bohr
lowest unoccupied orbital energy	1.0	eV
highest occupied orbital energy	-7.8569	eV
ΔE to the lowest compared entry with this formula, charge and spin	46.1	kcal/mol
orbital gap	8.826	eV

2.
ORCA calculation (ωB97M-V/def2-TZVPD) on a cluster of 3 separate species, C2H8N2O3 in total.

Each line ends with the natural charge from an NBO analysis.
Positions of all 15 atoms, in Å:
1 C -1.09800 1.64123 0.56887  -0.15
2 C -2.42052 0.05014 0.63467  0.66
3 N -2.58643 -0.24433 -0.61040  -0.37
4 N 2.78051 -1.39643 0.30375  -1.11
5 O -3.38206 -1.34293 -0.97962  -0.54
6 O -0.48517 1.69906 -0.67170  -0.73
7 O -2.62179 -0.46511 1.66221  -0.59
8 H -0.64275 1.43396 1.49633  0.18
9 H -1.59498 2.60617 0.57216  0.18
10 H -2.22775 0.23452 -1.41879  0.42
11 H 3.75794 -1.52920 0.41474  0.37
12 H 2.43969 -0.49629 0.52684  0.37
13 H 2.40064 -1.91931 -0.45530  0.37
14 H 0.37522 1.18382 -0.80206  0.48
15 H -2.93507 -2.06132 -0.55588  0.47

Calculated values
energy	-416.0969	Eh
F_max	0.131	Eh/bohr
lowest unoccupied orbital energy	0.3	eV
highest occupied orbital energy	-8.4156	eV
ΔE to the lowest compared entry with this formula, charge and spin	101.4	kcal/mol
orbital gap	8.730	eV

3.
ORCA calculation (ωB97M-V/def2-TZVPD) on a structure of composition C37H49AgNO4SSb.

Each line ends with the natural charge from an NBO analysis.
Positions of all 94 atoms, in Å:
1 Ag 0.08585 1.79444 -0.66079  0.58
2 C -1.42643 2.03329 0.69836  -0.63
3 C -2.04883 1.70400 1.70641  -0.17
4 C -2.75055 1.33500 2.88787  -0.32
5 C -4.13604 0.98440 2.75106  -0.02
6 C -5.05913 0.86560 3.82485  -0.22
7 C -6.38625 0.53094 3.62264  -0.23
8 C -6.89738 0.30533 2.34777  -0.33
9 C -6.02726 0.47179 1.27111  -0.21
10 C -4.70285 0.81010 1.45945  -0.26
11 C -2.01408 1.43268 4.13008  -0.03
12 C -2.33442 0.73438 5.31847  -0.22
13 C -1.55750 0.83359 6.46049  -0.22
14 C -0.41556 1.62420 6.49471  -0.31
15 C -0.05678 2.29620 5.32808  -0.22
16 C -0.82404 2.20393 4.18397  -0.27
17 H -4.73398 1.07915 4.83225  0.19
18 H -7.04238 0.45333 4.48490  0.18
19 H -7.93547 0.03340 2.19718  0.18
20 H -6.39244 0.33895 0.25650  0.18
21 H -4.06044 0.96815 0.60224  0.22
22 H -3.15999 0.03907 5.32040  0.20
23 H -1.83450 0.25107 7.33320  0.19
24 H 0.19383 1.68815 7.38833  0.19
25 H 0.84484 2.90032 5.30895  0.19
26 H -0.51588 2.72072 3.28344  0.23
27 C 4.10291 2.79441 -3.11613  -0.63
28 C 3.94636 1.28450 -2.94646  -0.35
29 C 4.83860 0.85047 -1.78499  -0.64
30 C 4.40384 0.56602 -4.21104  -0.63
31 Sb 1.82175 0.92884 -2.46413  1.28
32 C 1.57779 -1.24560 -2.79681  -0.37
33 C 0.27268 -1.59657 -2.08202  -0.64
34 C 2.70991 -2.02184 -2.12280  -0.65
35 C 1.51178 -1.66489 -4.26223  -0.63
36 C 0.77244 1.80409 -4.26597  -0.39
37 C 1.38473 1.64267 -5.65296  -0.63
38 C -0.64331 1.23089 -4.25663  -0.64
39 C 0.64295 3.29737 -3.95665  -0.64
40 H 5.16743 3.03499 -3.23223  0.19
41 H 3.73203 3.32540 -2.23710  0.23
42 H 3.58318 3.16493 -4.00110  0.19
43 H 5.87275 1.14153 -2.02007  0.17
44 H 4.81704 -0.22595 -1.62890  0.21
45 H 4.53862 1.33311 -0.85987  0.27
46 H 5.43754 0.86755 -4.42952  0.19
47 H 3.79923 0.80491 -5.08388  0.20
48 H 4.40430 -0.51599 -4.08008  0.21
49 H 0.34418 -1.35850 -1.01916  0.25
50 H 0.07747 -2.67313 -2.17670  0.19
51 H -0.58662 -1.05951 -2.48871  0.20
52 H 2.85415 -1.70931 -1.09109  0.28
53 H 3.65358 -1.90990 -2.65868  0.18
54 H 2.45558 -3.09035 -2.13243  0.19
55 H 0.64739 -1.25258 -4.78085  0.20
56 H 1.43217 -2.75900 -4.31314  0.19
57 H 2.40671 -1.37710 -4.81476  0.20
58 H 1.57571 0.60037 -5.91030  0.20
59 H 2.32179 2.19478 -5.74534  0.20
60 H 0.69880 2.04678 -6.41197  0.18
61 H -0.68025 0.17540 -4.52495  0.20
62 H -1.26413 1.77548 -4.98157  0.19
63 H -1.11275 1.34598 -3.27486  0.23
64 H 1.60427 3.81133 -3.95313  0.20
65 H 0.17462 3.46486 -2.98277  0.23
66 H 0.00989 3.77867 -4.71525  0.19
67 C -3.08299 -3.65108 -0.86654  -0.63
68 C -2.23171 -3.36631 0.34111  -0.02
69 C -1.98757 -2.05567 0.72948  -0.15
70 C -1.18462 -1.76600 1.82170  -0.19
71 C -0.60766 -2.81079 2.52971  -0.35
72 C -0.83991 -4.12918 2.15951  -0.19
73 C -1.65374 -4.40031 1.07310  -0.22
74 S 0.44385 -2.52455 3.93505  2.34
75 O -0.36622 -2.60297 5.11698  -0.94
76 O 1.56462 -3.41965 3.79635  -0.97
77 N 1.00193 -1.01353 3.76835  -0.88
78 C 1.93442 -0.81295 2.63711  -0.23
79 C 2.05564 0.65168 2.25991  -0.53
80 C 2.50931 0.84985 0.80661  0.79
81 O 2.90275 1.99122 0.48709  -0.76
82 O 2.41137 -0.12850 0.01142  -0.82
83 H -3.94063 -2.97902 -0.90377  0.22
84 H -3.44761 -4.67909 -0.86123  0.20
85 H -2.50915 -3.50162 -1.78429  0.22
86 H -2.42987 -1.23738 0.17879  0.23
87 H -1.02945 -0.72898 2.09774  0.26
88 H -0.37349 -4.92926 2.71890  0.22
89 H -1.83629 -5.42949 0.78269  0.19
90 H 0.26734 -0.31962 3.86303  0.43
91 H 1.60665 -1.35515 1.74764  0.22
92 H 2.89026 -1.23499 2.94396  0.20
93 H 2.73600 1.20253 2.90850  0.22
94 H 1.07735 1.14353 2.33639  0.25

Calculated values
energy	-2580.3831	Eh
F_max	0.008	Eh/bohr
lowest unoccupied orbital energy	4.0	eV
highest occupied orbital energy	-0.0201	eV
orbital gap	4.059	eV
total charge	-2

4.
ORCA calculation (ωB97M-V/def2-TZVPD) on a structure of composition C21H43IrN2OP3S.

Each line ends with the Mulliken spin population.
Positions of all 72 atoms, in Å:
1 Ir 0.31884 0.70290 0.22636  2.35
2 P 1.71034 -0.50207 1.38160  0.06
3 P 1.55801 2.38955 -0.07818  0.20
4 P -1.07088 -2.68548 -0.53674  -0.03
5 H -0.08117 2.97552 -4.44568  -0.04
6 C -0.29943 2.05809 -3.85444  0.85
7 C -1.70644 1.88073 -3.39725  0.03
8 H -1.88503 2.34974 -2.38730  0.03
9 C 2.90091 -1.52013 0.45036  0.05
10 C 2.70327 0.48876 2.57247  0.06
11 C 0.92902 -1.63326 2.57345  0.08
12 C 0.67865 3.43657 -1.26158  0.10
13 C 1.85705 3.33599 1.41992  0.02
14 C 3.10106 1.80555 -0.81346  0.00
15 C -2.49419 -2.59821 -1.60198  0.00
16 C -1.63453 -3.03997 1.14858  0.02
17 C 0.17877 -3.85047 -1.09018  0.00
18 H 0.20153 1.14817 -4.28463  0.08
19 H -2.41473 2.41123 -4.07398  0.04
20 H 3.67473 -1.92452 1.12011  0.01
21 H 3.38966 -0.92273 -0.32554  0.00
22 H 2.39710 -2.35791 -0.04635  -0.03
23 H 3.19548 -0.19383 3.28448  0.01
24 H 2.01736 1.15866 3.11404  -0.01
25 H 3.45928 1.08270 2.04477  0.00
26 H 1.05065 -2.68081 2.29308  0.00
27 H -0.13189 -1.39216 2.66031  0.01
28 H 1.35083 -1.49513 3.57412  0.00
29 H 0.90014 4.45873 -0.94469  0.01
30 H -0.40536 3.25462 -1.22800  0.00
31 H 1.03685 3.22870 -2.27638  -0.02
32 H 2.92312 3.26160 1.65035  0.00
33 H 1.25204 2.98574 2.26651  0.02
34 H 1.57841 4.35992 1.16454  0.00
35 H 3.56140 2.68941 -1.26968  0.02
36 H 2.90276 1.03897 -1.57890  0.00
37 H 3.76594 1.38516 -0.04805  0.00
38 H -3.11668 -3.46223 -1.35797  0.00
39 H -2.16453 -2.62946 -2.63900  0.00
40 H -3.03178 -1.66562 -1.40756  0.00
41 H -2.42727 -3.81206 1.03349  0.00
42 H -2.05124 -2.13603 1.63723  -0.01
43 H -0.80640 -3.44072 1.76375  0.00
44 H -0.37328 -4.63389 -1.64384  0.00
45 H 0.70934 -4.25358 -0.20378  0.00
46 H 0.90220 -3.32651 -1.74775  0.00
47 C -0.82138 -0.01053 -2.59705  -0.11
48 C 0.32723 -0.73338 -3.05846  0.12
49 C 0.19264 -1.37868 -4.28711  0.03
50 C -1.04627 -1.26124 -5.04390  0.01
51 C -2.09289 -0.46386 -4.65839  0.02
52 C -2.04993 0.29095 -3.35608  0.04
53 O -0.98804 0.31325 -1.36513  0.02
54 H -0.36222 -1.49261 -0.73407  0.06
55 H 1.31233 -0.53378 -2.60133  -0.05
56 H 1.08581 -1.87028 -4.71670  0.00
57 H -1.11332 -1.81827 -6.00658  0.00
58 H -2.94871 -0.27783 -5.34035  0.00
59 H -2.96802 0.00093 -2.76502  0.01
60 C -2.29622 -0.75338 4.27746  0.00
61 N -1.55796 0.49350 4.17565  0.06
62 C -1.13718 1.23980 5.27368  0.08
63 C -0.61370 2.40115 4.79569  0.09
64 N -0.71946 2.33003 3.41594  0.05
65 C -1.26591 1.15381 3.02724  -0.02
66 S -1.62913 0.66048 1.43013  0.67
67 H -2.98801 -0.87769 3.43916  0.00
68 H -1.62075 -1.61039 4.31412  0.00
69 H -2.86635 -0.74015 5.20789  0.00
70 H -1.22784 0.85926 6.26280  0.00
71 H -0.18649 3.25269 5.29896  0.00
72 H -0.52817 3.09601 2.77482  0.00

Calculated values
multiplicity	6
energy	-2535.6188	Eh
F_max	0.088	Eh/bohr
lowest unoccupied orbital energy (spin up / spin down)	-11.9 / -15.5	eV
highest occupied orbital energy (spin up / spin down)	-18.1475 / -20.1489	eV
ΔE to the lowest compared entry with this formula, charge and spin	0.5	kcal/mol
orbital gap (spin up / spin down)	6.273 / 4.624	eV
total charge	+4

5.
ORCA calculation (ωB97M-V/def2-TZVPD) on a structure of composition CH15Na5O11.

Each line ends with the natural charge from an NBO analysis.
Positions of all 32 atoms, in Å:
1 Na 4.23931 2.46409 1.60430  0.93
2 Na 2.18339 2.79875 -2.81466  0.97
3 Na 2.73730 -3.66085 0.63317  0.99
4 Na 0.51238 5.41335 2.99611  0.99
5 Na 1.97756 -0.81657 4.61267  0.98
6 O 2.51564 2.64978 4.48119  -1.33
7 H 1.97690 2.80007 3.68012  0.36
8 C 0.58899 -0.00403 0.26808  0.90
9 O 0.94263 -0.46279 -0.82524  -0.93
10 O 0.71373 1.21160 0.58101  -0.96
11 O 0.23418 -0.78950 1.13498  -0.93
12 O -0.55216 -2.14753 -4.55176  -0.95
13 H -1.48394 -2.01536 -4.37697  0.48
14 H -0.11974 -1.92870 -3.72631  0.47
15 O -1.80583 2.45742 3.89899  -0.96
16 H -2.66167 2.03034 3.86185  0.48
17 H -1.21729 1.85550 3.44341  0.48
18 O 4.08888 -2.19564 -3.14070  -0.96
19 H 3.22696 -1.82688 -2.94744  0.47
20 H 4.01665 -2.51622 -4.03972  0.48
21 O -2.36545 -1.72478 4.90043  -0.94
22 H -3.21948 -1.31841 4.75302  0.48
23 H -1.96508 -1.76375 4.03186  0.47
24 O 0.77443 1.26152 -6.41748  -0.96
25 H 0.61574 0.48648 -5.87864  0.48
26 H -0.02718 1.36563 -6.93013  0.48
27 O -2.89988 2.46156 -0.35963  -0.95
28 H -1.99803 2.23153 -0.13608  0.48
29 H -3.42484 2.09202 0.35036  0.47
30 O -2.58966 -3.81477 0.47865  -0.95
31 H -1.95282 -3.13776 0.70737  0.47
32 H -3.06169 -3.45616 -0.27290  0.47

Calculated values
energy	-1685.6439	Eh
F_max	0.119	Eh/bohr
lowest unoccupied orbital energy	-7.0	eV
highest occupied orbital energy	-10.4432	eV
ΔE to the lowest compared entry with this formula, charge and spin	162.4	kcal/mol
orbital gap	3.485	eV
total charge	+2

6.
ORCA calculation (ωB97M-V/def2-TZVPD) on a cluster of 2 separate species, C4H8N2O in total.

Each line ends with the natural charge from an NBO analysis.
Positions of all 15 atoms, in Å:
1 C 0.04779 -0.36408 -1.87476  -0.64
2 C 0.40365 0.27531 -0.60885  0.10
3 C -0.48253 0.69543 0.35780  -0.11
4 N 0.22147 1.14062 1.47178  -0.45
5 C 1.47675 0.76501 1.17259  0.16
6 N 1.65759 0.27439 -0.06835  -0.52
7 H -0.78275 0.10393 -2.42954  0.24
8 H -0.22352 -1.40953 -1.65106  0.23
9 H 0.94457 -0.36304 -2.51694  0.21
10 H -1.56540 0.81756 0.33411  0.19
11 H 2.25965 0.62685 1.91829  0.19
12 H 2.37067 -0.29844 -0.52652  0.43
13 O -2.33684 -0.89822 1.17623  -0.95
14 H -2.10475 -1.34128 2.02362  0.47
15 H -1.88640 -0.02455 1.22165  0.46

Calculated values
energy	-341.9254	Eh
SMILES	Cc1cnc[nH]1.O
F_max	0.054	Eh/bohr
lowest unoccupied orbital energy	0.7	eV
highest occupied orbital energy	-8.4903	eV
ΔE to the lowest compared entry with this formula, charge and spin	49.1	kcal/mol
orbital gap	9.234	eV

> Which value of F_max does entry 3 give?

0.008 Eh/bohr

> Among the records above, which one has the highest F_max?

C2H8N2O3

Repeat the second record exactly.
ORCA calculation (ωB97M-V/def2-TZVPD) on a cluster of 3 separate species, C2H8N2O3 in total.

Each line ends with the natural charge from an NBO analysis.
Positions of all 15 atoms, in Å:
1 C -1.09800 1.64123 0.56887  -0.15
2 C -2.42052 0.05014 0.63467  0.66
3 N -2.58643 -0.24433 -0.61040  -0.37
4 N 2.78051 -1.39643 0.30375  -1.11
5 O -3.38206 -1.34293 -0.97962  -0.54
6 O -0.48517 1.69906 -0.67170  -0.73
7 O -2.62179 -0.46511 1.66221  -0.59
8 H -0.64275 1.43396 1.49633  0.18
9 H -1.59498 2.60617 0.57216  0.18
10 H -2.22775 0.23452 -1.41879  0.42
11 H 3.75794 -1.52920 0.41474  0.37
12 H 2.43969 -0.49629 0.52684  0.37
13 H 2.40064 -1.91931 -0.45530  0.37
14 H 0.37522 1.18382 -0.80206  0.48
15 H -2.93507 -2.06132 -0.55588  0.47

Calculated values
energy	-416.0969	Eh
F_max	0.131	Eh/bohr
lowest unoccupied orbital energy	0.3	eV
highest occupied orbital energy	-8.4156	eV
ΔE to the lowest compared entry with this formula, charge and spin	101.4	kcal/mol
orbital gap	8.730	eV